The following is a quantum chemistry calculation of the molecule C5H11NO at a distorted geometry, from the OMol25 dataset.

Geometry as XYZ:
```
18
Properties=species:S:1:pos:R:3:forces:R:3
C -1.042194 0.826076 -1.993779 0.5 -1.5 -0.6
C 0.147345 1.317862 -1.164901 0.5 4.4 -3.2
C 0.572348 0.650195 0.053986 0.2 -2.6 2.3
C -0.664552 -0.270792 0.585021 0.2 2.4 1.5
O -1.801254 0.054188 0.305187 0.2 -0.8 0.1
N -0.412655 -1.130848 1.624526 4.0 0.9 -0.9
C 0.997406 -1.661840 1.783234 -2.2 0.2 1.0
H -1.014424 -0.291120 -2.094364 0.2 0.8 -0.3
H -0.910435 1.291917 -2.969692 -0.4 -0.2 -0.2
H -2.032533 0.990363 -1.578771 0.3 0.5 -0.1
H 1.063968 1.514873 -1.953657 -2.0 -0.6 2.1
H -0.186764 2.416992 -0.868898 0.9 -2.0 -0.6
H 0.860495 1.422532 0.786103 -0.7 -0.5 0.3
H 1.519886 0.055822 0.054884 -0.8 0.2 -0.8
H -1.029554 -1.847127 1.847629 -1.8 -0.9 0.2
H 1.251005 -2.190457 0.893562 0.4 -1.0 -0.3
H 0.921311 -2.202158 2.732583 0.4 -0.6 -0.6
H 1.760601 -0.946478 1.957345 0.3 1.2 0.1
```
Positions in Å, forces in eV/Å.

Results
LUMO level in Ha: 0.0294
SMILES: CCCC(=O)NC
HOMO-LUMO gap in eV: 10.2
E in eV: -8899.7465
Energy above the lowest of the compared OMol25 structures with the same formula, charge and spin in kJ/mol: 188.2
HOMO in hartree: -0.3469